Entry w
This record from the OMol25 dataset describes a 12-piece molecular cluster, C24H72O24 overall. The level of theory is the ωB97M-V functional and the def2-TZVPD basis.

SMILES	OCCO.OCCO.OCCO.OCCO.OCCO.OCCO.OCCO.OCCO.OCCO.OCCO.OCCO.OCCO
highest occupied orbital energy	-9.240	eV
HOMO-LUMO gap	9.105	eV
charge	0

Atoms and positions in Å:
O (3.003, -3.848, -2.682)
C (1.754, -4.392, -2.916)
C (0.840, -3.177, -3.353)
O (0.686, -2.220, -2.337)
H (3.548, -4.606, -2.458)
H (1.765, -5.199, -3.648)
H (1.365, -4.878, -2.021)
H (-0.166, -3.471, -3.653)
H (1.242, -2.668, -4.229)
H (1.595, -1.993, -2.131)
O (0.940, 2.859, 1.921)
C (1.442, 4.027, 2.609)
C (2.832, 4.479, 1.947)
O (3.783, 3.470, 2.382)
H (0.374, 2.474, 2.593)
H (0.734, 4.854, 2.554)
H (1.675, 3.909, 3.667)
H (3.168, 5.441, 2.334)
H (2.831, 4.506, 0.857)
H (3.739, 3.347, 3.333)
O (2.786, 0.462, 1.676)
C (4.057, 0.185, 2.213)
C (4.113, 0.057, 3.797)
O (3.361, -1.081, 4.198)
H (2.590, 1.391, 1.817)
H (4.363, -0.736, 1.715)
H (4.721, 0.941, 1.794)
H (3.713, 0.947, 4.283)
H (5.159, -0.057, 4.083)
H (2.981, -1.409, 3.380)
O (-4.511, 2.339, 1.696)
C (-3.804, 3.443, 1.239)
C (-2.741, 3.821, 2.261)
O (-3.349, 4.319, 3.465)
H (-4.634, 2.483, 2.637)
H (-3.332, 3.095, 0.320)
H (-4.360, 4.354, 1.017)
H (-2.109, 4.625, 1.884)
H (-2.103, 2.972, 2.506)
H (-2.647, 4.757, 3.951)
O (3.822, -1.149, -2.901)
C (4.194, -0.763, -1.572)
C (4.312, 0.748, -1.344)
O (4.561, 1.463, -2.567)
H (3.777, -2.093, -3.065)
H (3.539, -1.282, -0.872)
H (5.211, -1.129, -1.428)
H (5.054, 0.900, -0.560)
H (3.371, 1.091, -0.915)
H (4.099, 0.995, -3.267)
O (-1.895, 5.229, -0.914)
C (-0.565, 4.778, -0.664)
C (0.474, 5.461, -1.656)
O (0.410, 6.924, -1.591)
H (-2.231, 4.807, -1.708)
H (-0.303, 5.118, 0.338)
H (-0.519, 3.691, -0.723)
H (0.348, 5.147, -2.692)
H (1.484, 5.061, -1.559)
H (-0.052, 7.404, -2.281)
O (-1.080, 2.597, -2.972)
C (-1.796, 3.143, -4.068)
C (-3.288, 2.897, -3.887)
O (-3.783, 3.860, -2.974)
H (-1.463, 1.733, -2.802)
H (-1.609, 4.215, -4.133)
H (-1.399, 2.790, -5.019)
H (-3.421, 1.947, -3.370)
H (-3.914, 2.844, -4.778)
H (-4.281, 4.470, -3.523)
O (-0.105, -4.960, 3.297)
C (0.100, -3.897, 4.274)
C (-0.572, -2.537, 3.769)
O (-1.855, -2.755, 3.283)
H (-1.026, -5.227, 3.271)
H (-0.346, -4.228, 5.212)
H (1.158, -3.753, 4.495)
H (0.002, -2.034, 2.992)
H (-0.596, -1.785, 4.558)
H (-2.462, -2.083, 3.602)
O (-2.969, -3.468, 0.687)
C (-2.167, -3.529, -0.482)
C (-1.609, -4.907, -0.840)
O (-2.626, -5.891, -0.872)
H (-2.406, -3.159, 1.401)
H (-2.793, -3.147, -1.288)
H (-1.302, -2.915, -0.232)
H (-0.993, -5.271, -0.017)
H (-0.974, -4.738, -1.710)
H (-2.964, -6.064, -1.754)
O (-5.406, 0.251, -0.394)
C (-4.509, -0.095, -1.352)
C (-4.985, -0.355, -2.790)
O (-5.835, -1.507, -2.909)
H (-5.016, 0.960, 0.123)
H (-3.885, 0.799, -1.329)
H (-3.878, -0.913, -1.005)
H (-4.225, -0.504, -3.556)
H (-5.647, 0.483, -3.010)
H (-5.944, -1.909, -2.044)
O (2.400, -2.980, 1.702)
C (2.816, -3.781, 0.580)
C (2.978, -5.269, 0.855)
O (1.675, -5.880, 1.131)
H (1.681, -2.422, 1.397)
H (1.945, -3.690, -0.069)
H (3.611, -3.189, 0.127)
H (3.676, -5.355, 1.688)
H (3.344, -5.850, 0.009)
H (1.227, -5.359, 1.801)
O (0.568, -1.043, 0.713)
C (-0.543, -0.178, 0.823)
C (-0.730, 0.605, -0.500)
O (-1.180, -0.110, -1.645)
H (1.353, -0.515, 0.873)
H (-1.414, -0.761, 1.122)
H (-0.285, 0.545, 1.597)
H (0.247, 1.059, -0.664)
H (-1.411, 1.444, -0.357)
H (-0.589, -0.851, -1.798)

=====

Entry x
This record from the OMol25 dataset describes a 12-piece molecular cluster, C24H72O24 overall. The level of theory is the ωB97M-V functional and the def2-TZVPD basis.

SMILES	OCCO.OCCO.OCCO.OCCO.OCCO.OCCO.OCCO.OCCO.OCCO.OCCO.OCCO.OCCO
highest occupied orbital energy	-9.568	eV
HOMO-LUMO gap	9.838	eV
charge	0

Atoms and positions in Å:
O (-4.966, -3.116, 5.147)
C (-5.319, -2.713, 3.837)
C (-4.836, -1.325, 3.459)
O (-3.471, -1.264, 3.035)
H (-4.566, -2.373, 5.608)
H (-4.955, -3.463, 3.134)
H (-6.415, -2.665, 3.774)
H (-4.976, -0.657, 4.321)
H (-5.467, -0.938, 2.665)
H (-2.878, -1.384, 3.783)
O (-4.784, 0.392, 0.485)
C (-5.466, -0.257, -0.565)
C (-6.744, -0.892, -0.075)
O (-6.406, -2.147, 0.534)
H (-4.096, -0.193, 0.816)
H (-5.663, 0.467, -1.357)
H (-4.811, -1.034, -0.973)
H (-7.447, -1.030, -0.900)
H (-7.162, -0.208, 0.673)
H (-7.221, -2.602, 0.767)
O (-4.054, 2.754, 3.585)
C (-2.817, 2.300, 3.060)
C (-2.246, 3.293, 2.065)
O (-2.014, 4.531, 2.713)
H (-4.673, 2.823, 2.850)
H (-2.078, 2.245, 3.859)
H (-2.942, 1.315, 2.602)
H (-2.961, 3.415, 1.238)
H (-1.270, 2.955, 1.723)
H (-2.854, 4.947, 2.922)
O (3.745, 0.678, 1.829)
C (4.974, -0.077, 1.864)
C (6.140, 0.785, 2.220)
O (6.093, 1.246, 3.551)
H (3.925, 1.622, 1.894)
H (4.894, -0.898, 2.576)
H (5.123, -0.496, 0.863)
H (6.222, 1.613, 1.500)
H (7.062, 0.211, 2.138)
H (5.257, 1.687, 3.733)
O (2.191, -5.080, -4.466)
C (2.727, -4.089, -3.601)
C (2.327, -4.359, -2.176)
O (3.248, -5.188, -1.460)
H (2.427, -4.860, -5.371)
H (3.820, -4.043, -3.679)
H (2.312, -3.102, -3.853)
H (1.324, -4.799, -2.206)
H (2.261, -3.417, -1.635)
H (3.532, -5.878, -2.069)
O (0.164, 5.568, -0.271)
C (0.756, 4.278, -0.203)
C (1.902, 4.080, -1.181)
O (3.122, 4.676, -0.745)
H (0.826, 6.225, -0.041)
H (1.112, 4.087, 0.823)
H (0.017, 3.496, -0.391)
H (1.584, 4.501, -2.139)
H (2.101, 3.011, -1.221)
H (2.944, 5.557, -0.402)
O (-1.533, 2.487, -2.408)
C (-2.580, 1.586, -2.042)
C (-2.426, 0.352, -2.875)
O (-1.287, -0.385, -2.524)
H (-1.680, 3.352, -2.015)
H (-2.473, 1.298, -0.990)
H (-3.556, 2.062, -2.174)
H (-2.462, 0.587, -3.948)
H (-3.305, -0.278, -2.701)
H (-0.494, 0.186, -2.570)
O (-0.733, 0.010, 1.663)
C (0.161, 0.485, 0.689)
C (1.111, -0.597, 0.230)
O (2.226, -0.082, -0.486)
H (-1.291, -0.697, 1.306)
H (-0.372, 0.903, -0.179)
H (0.722, 1.314, 1.131)
H (0.614, -1.353, -0.381)
H (1.466, -1.133, 1.122)
H (2.890, 0.212, 0.153)
O (1.220, 2.145, 5.195)
C (0.902, 1.294, 4.087)
C (1.408, -0.093, 4.331)
O (2.812, -0.187, 4.543)
H (0.826, 3.005, 5.021)
H (-0.185, 1.217, 3.942)
H (1.310, 1.695, 3.148)
H (1.120, -0.706, 3.462)
H (0.891, -0.572, 5.164)
H (3.221, -0.015, 3.687)
O (-0.264, 2.409, -4.667)
C (0.659, 1.362, -4.907)
C (1.681, 1.234, -3.819)
O (0.993, 1.037, -2.581)
H (-0.652, 2.323, -3.783)
H (0.101, 0.421, -5.000)
H (1.171, 1.582, -5.844)
H (2.308, 2.130, -3.750)
H (2.328, 0.381, -4.063)
H (1.646, 0.786, -1.901)
O (-2.553, -1.830, 0.504)
C (-2.919, -3.161, 0.086)
C (-1.873, -3.723, -0.829)
O (-1.755, -3.160, -2.114)
H (-3.017, -1.699, 1.354)
H (-2.902, -3.806, 0.977)
H (-3.944, -3.158, -0.291)
H (-2.080, -4.790, -0.953)
H (-0.909, -3.656, -0.303)
H (-1.813, -2.190, -2.138)
O (4.870, -0.300, -4.414)
C (5.969, -0.722, -3.593)
C (5.344, -1.386, -2.397)
O (6.273, -1.535, -1.326)
H (5.209, 0.145, -5.195)
H (6.590, -1.436, -4.145)
H (6.595, 0.117, -3.273)
H (4.955, -2.373, -2.666)
H (4.471, -0.834, -2.037)
H (6.424, -2.472, -1.179)

=====

Entry y
This record from the OMol25 dataset describes a 12-piece molecular cluster, C24H72O24 overall. The level of theory is the ωB97M-V functional and the def2-TZVPD basis.

SMILES	OCCO.OCCO.OCCO.OCCO.OCCO.OCCO.OCCO.OCCO.OCCO.OCCO.OCCO.OCCO
highest occupied orbital energy	-9.346	eV
HOMO-LUMO gap	9.165	eV
charge	0

Atoms and positions in Å:
O (-1.391, -7.180, -0.378)
C (-1.485, -5.813, -0.752)
C (-0.253, -5.002, -0.374)
O (-0.244, -4.684, 1.024)
H (-1.376, -7.270, 0.580)
H (-1.696, -5.819, -1.823)
H (-2.381, -5.347, -0.314)
H (-0.229, -4.079, -0.959)
H (0.645, -5.547, -0.680)
H (-0.755, -5.343, 1.505)
O (0.173, 2.199, 1.218)
C (0.452, 0.853, 0.867)
C (0.332, 0.701, -0.647)
O (0.663, -0.634, -1.029)
H (0.298, 2.249, 2.180)
H (1.516, 0.615, 1.008)
H (-0.092, 0.090, 1.424)
H (0.993, 1.360, -1.210)
H (-0.663, 0.910, -1.058)
H (0.026, -1.221, -0.570)
O (1.916, -4.133, 2.623)
C (1.742, -2.756, 2.877)
C (0.485, -2.476, 3.683)
O (0.562, -3.128, 4.953)
H (1.277, -4.331, 1.911)
H (2.574, -2.372, 3.464)
H (1.607, -2.186, 1.947)
H (-0.489, -2.657, 3.214)
H (0.431, -1.386, 3.864)
H (-0.301, -3.070, 5.370)
O (-2.717, 1.261, 4.998)
C (-1.371, 1.687, 5.048)
C (-1.169, 2.971, 5.871)
O (-1.033, 2.730, 7.265)
H (-3.345, 1.980, 4.917)
H (-0.776, 0.836, 5.386)
H (-1.081, 1.896, 4.003)
H (-1.897, 3.733, 5.598)
H (-0.253, 3.411, 5.448)
H (-0.305, 2.099, 7.301)
O (3.806, -2.790, -5.183)
C (2.393, -2.850, -5.327)
C (1.705, -2.478, -4.013)
O (2.025, -1.142, -3.661)
H (4.077, -3.199, -4.358)
H (2.117, -2.146, -6.111)
H (2.120, -3.851, -5.671)
H (1.999, -3.217, -3.262)
H (0.623, -2.568, -4.171)
H (1.790, -1.098, -2.718)
O (1.876, 1.732, 3.891)
C (3.121, 1.074, 3.720)
C (3.284, -0.024, 4.758)
O (3.564, 0.585, 6.031)
H (2.010, 2.350, 4.620)
H (3.156, 0.636, 2.722)
H (3.982, 1.737, 3.843)
H (4.063, -0.741, 4.493)
H (2.348, -0.578, 4.858)
H (4.245, 0.055, 6.451)
O (-1.156, -2.006, 0.564)
C (-2.511, -1.607, 0.405)
C (-3.305, -1.955, 1.646)
O (-3.425, -3.362, 1.762)
H (-1.147, -2.959, 0.744)
H (-2.566, -0.531, 0.215)
H (-2.914, -2.064, -0.507)
H (-4.273, -1.442, 1.649)
H (-2.776, -1.517, 2.501)
H (-3.979, -3.558, 2.523)
O (1.739, 3.858, -0.517)
C (1.393, 5.169, -0.070)
C (-0.024, 5.540, -0.456)
O (-0.154, 5.877, -1.831)
H (1.104, 3.252, -0.104)
H (1.398, 5.138, 1.028)
H (2.124, 5.879, -0.444)
H (-0.446, 6.382, 0.109)
H (-0.742, 4.759, -0.168)
H (-0.615, 5.186, -2.309)
O (-1.430, 5.065, 3.633)
C (-2.103, 4.445, 2.573)
C (-3.060, 5.378, 1.846)
O (-4.076, 5.767, 2.796)
H (-0.913, 5.810, 3.312)
H (-1.441, 3.981, 1.830)
H (-2.712, 3.603, 2.908)
H (-3.604, 4.856, 1.056)
H (-2.556, 6.288, 1.509)
H (-4.935, 5.787, 2.372)
O (0.626, 0.700, -5.379)
C (-0.524, -0.003, -5.767)
C (-1.662, 0.231, -4.802)
O (-1.469, -0.359, -3.522)
H (1.117, 0.191, -4.714)
H (-0.777, 0.275, -6.790)
H (-0.327, -1.085, -5.840)
H (-2.638, -0.007, -5.240)
H (-1.683, 1.320, -4.667)
H (-2.106, 0.018, -2.911)
O (-3.852, -3.724, -5.571)
C (-3.319, -3.287, -4.318)
C (-1.828, -3.585, -4.130)
O (-1.402, -3.148, -2.856)
H (-3.715, -4.678, -5.595)
H (-3.459, -2.212, -4.218)
H (-3.887, -3.833, -3.560)
H (-1.257, -3.122, -4.937)
H (-1.694, -4.668, -4.143)
H (-1.218, -2.193, -2.920)
O (3.637, 4.334, -2.530)
C (4.402, 3.146, -2.540)
C (3.678, 2.077, -3.352)
O (4.420, 0.866, -3.156)
H (2.882, 4.251, -1.935)
H (5.378, 3.316, -2.993)
H (4.566, 2.832, -1.504)
H (3.644, 2.415, -4.391)
H (2.634, 1.975, -3.041)
H (4.245, 0.297, -3.915)

=====

Entry z
This record from the OMol25 dataset describes a 12-piece molecular cluster, C24H72O24 overall. The level of theory is the ωB97M-V functional and the def2-TZVPD basis.

SMILES	OCCO.OCCO.OCCO.OCCO.OCCO.OCCO.OCCO.OCCO.OCCO.OCCO.OCCO.OCCO
highest occupied orbital energy	-9.278	eV
HOMO-LUMO gap	9.346	eV
charge	0

Atoms and positions in Å:
O (1.948, -4.900, 1.067)
C (1.091, -5.662, 0.323)
C (-0.243, -4.981, 0.096)
O (-1.188, -6.072, -0.102)
H (2.271, -5.361, 1.823)
H (1.543, -6.092, -0.627)
H (0.746, -6.418, 1.025)
H (-0.190, -4.257, -0.664)
H (-0.594, -4.447, 0.917)
H (-1.643, -5.949, -0.906)
O (-4.025, -2.795, 0.568)
C (-3.644, -1.834, 1.571)
C (-2.229, -1.516, 1.209)
O (-1.782, -0.426, 2.101)
H (-3.535, -3.597, 0.867)
H (-4.295, -0.954, 1.698)
H (-3.676, -2.359, 2.537)
H (-2.031, -1.313, 0.136)
H (-1.622, -2.358, 1.522)
H (-2.214, 0.405, 1.818)
O (0.615, -3.190, 2.900)
C (1.317, -2.101, 3.592)
C (2.447, -1.674, 2.696)
O (3.320, -2.766, 2.724)
H (1.117, -3.358, 2.051)
H (0.626, -1.260, 3.610)
H (1.643, -2.278, 4.634)
H (2.995, -0.885, 3.171)
H (2.190, -1.461, 1.662)
H (4.056, -2.482, 2.104)
O (5.419, 1.569, 2.542)
C (4.641, 1.152, 1.453)
C (5.514, 1.125, 0.175)
O (4.804, 0.776, -0.985)
H (5.819, 2.409, 2.412)
H (4.252, 0.119, 1.721)
H (3.764, 1.822, 1.143)
H (6.396, 0.473, 0.247)
H (6.062, 2.063, 0.010)
H (4.052, 1.385, -1.084)
O (-3.897, -0.468, -2.301)
C (-3.535, 0.768, -2.829)
C (-4.411, 1.267, -3.914)
O (-3.930, 2.557, -4.246)
H (-4.674, -0.232, -1.817)
H (-3.358, 1.513, -2.028)
H (-2.528, 0.528, -3.272)
H (-5.497, 1.339, -3.530)
H (-4.303, 0.654, -4.839)
H (-4.315, 3.214, -3.678)
O (-1.912, -2.512, -2.565)
C (-2.585, -3.791, -2.210)
C (-2.389, -4.983, -3.189)
O (-2.839, -6.158, -2.486)
H (-2.536, -1.842, -2.588)
H (-2.290, -4.068, -1.190)
H (-3.691, -3.555, -2.169)
H (-1.417, -4.997, -3.652)
H (-3.096, -4.850, -3.955)
H (-3.729, -6.084, -2.131)
O (-0.887, 6.104, 0.082)
C (-1.277, 4.789, -0.510)
C (-1.236, 4.841, -2.087)
O (-1.366, 3.487, -2.640)
H (-0.267, 6.566, -0.378)
H (-0.440, 3.996, -0.335)
H (-2.275, 4.428, -0.162)
H (-0.299, 5.219, -2.454)
H (-2.053, 5.479, -2.565)
H (-1.629, 3.539, -3.524)
O (2.548, -3.033, -0.809)
C (3.772, -3.478, -1.288)
C (4.806, -2.619, -0.480)
O (4.992, -3.385, 0.733)
H (2.152, -3.646, -0.137)
H (3.950, -4.597, -1.092)
H (3.851, -3.231, -2.389)
H (4.413, -1.581, -0.344)
H (5.695, -2.565, -1.006)
H (4.841, -4.314, 0.685)
O (-0.339, 1.512, -0.892)
C (-0.033, 0.274, -1.551)
C (0.640, -0.565, -0.609)
O (1.928, -0.065, -0.493)
H (-0.715, 2.213, -1.504)
H (-1.055, -0.023, -1.805)
H (0.377, 0.346, -2.547)
H (0.695, -1.581, -1.053)
H (0.011, -0.591, 0.267)
H (2.603, -0.729, -0.681)
O (2.656, 2.959, -1.201)
C (2.361, 4.130, -0.323)
C (3.619, 5.036, -0.354)
O (3.585, 5.840, 0.769)
H (2.033, 2.319, -0.964)
H (1.401, 4.591, -0.774)
H (2.146, 3.583, 0.666)
H (3.736, 5.666, -1.379)
H (4.548, 4.461, -0.227)
H (3.308, 5.312, 1.535)
O (-5.642, 3.400, -0.104)
C (-4.920, 3.100, 1.060)
C (-3.902, 1.993, 0.891)
O (-3.342, 1.966, 2.204)
H (-6.103, 4.289, 0.083)
H (-4.423, 3.954, 1.358)
H (-5.656, 2.929, 1.882)
H (-3.217, 2.235, 0.130)
H (-4.296, 1.017, 0.698)
H (-3.768, 1.282, 2.671)
O (1.951, 1.784, 3.606)
C (0.892, 1.753, 2.696)
C (-0.034, 3.026, 2.851)
O (-1.107, 3.166, 1.873)
H (2.462, 2.465, 3.161)
H (1.166, 1.532, 1.629)
H (0.273, 0.880, 2.993)
H (0.478, 3.998, 2.881)
H (-0.492, 2.891, 3.839)
H (-1.930, 2.829, 2.224)

=====

Of them, entry z has the lowest stability.